DFT (the ωB97M-V functional and the def2-TZVPD basis) results for a cluster of 6 separate species, C17H45IN6O10P3 in total in a non-equilibrium geometry.

## Properties
Total charge: -1
Strongest force on any atom in eV/A: 1.10
E_tot in eV: -83745.7825
Gap between HOMO and LUMO in eV: 5.3

Each atom is followed by the atoms it is bonded to, with distances in Å.
CARTESIAN COORDINATES (ANGSTROEM)
1 N -0.8122 1.0742 -6.1802  P2 1.573, H13 1.014
2 P 0.0154 0.3789 -5.0376  N1 1.573, O3 1.632, O4 1.609, P5 2.294
3 O 0.8148 -0.8645 -5.7292  P2 1.632, H14 0.967
4 O -0.9346 -0.3363 -3.9540  P2 1.609, H15 0.970
5 P 1.5058 1.8044 -4.0334  P2 2.294, O6 1.740, O12 1.749, H16 1.445, H17 1.428, H18 1.439
6 O 0.1426 2.6640 -3.3763  P5 1.740, C7 1.392
7 C -0.2126 2.3076 -2.0784  O6 1.392, C8 1.533, H19 1.100, H20 1.095
8 C 0.4993 0.9964 -1.7268  C7 1.533, P9 1.876, O12 1.384, H21 1.089
9 P 1.0202 1.1357 0.0705  C8 1.876, O10 1.629, I11 2.489
10 O 2.4967 0.4504 0.0149  P9 1.629, H22 0.966
11 I -0.3459 -0.6776 1.0908  P9 2.489
12 O 1.5671 0.8194 -2.5890  P5 1.749, C8 1.384
13 H -1.8083 0.9923 -6.0059  N1 1.014
14 H 0.8954 -0.5827 -6.6509  O3 0.967
15 H -1.7035 -0.7241 -4.4014  O4 0.970
16 H 2.4232 2.7789 -3.4874  P5 1.445
17 H 1.3841 2.5262 -5.2593  P5 1.428
18 H 2.5864 1.0382 -4.5948  P5 1.439
19 H 0.1018 3.1147 -1.3998  C7 1.100
20 H -1.2948 2.1769 -1.9759  C7 1.095
21 H -0.1678 0.1395 -1.8052  C8 1.089
22 H 2.8273 0.4790 0.9223  O10 0.966
23 C 0.9109 -3.5695 3.7327  C24 1.510, H28 1.087, H29 1.091, H30 1.092
24 C 2.1127 -2.6665 3.5919  C23 1.510, O25 1.225, N26 1.355
25 O 1.9968 -1.4469 3.6143  C24 1.225
26 N 3.3271 -3.2459 3.4346  C24 1.355, C27 1.452, H31 1.008
27 C 3.6509 -4.6601 3.3892  N26 1.452, H32 1.088, H33 1.092, H34 1.084
28 H 0.0332 -2.9404 3.8548  C23 1.087
29 H 0.7899 -4.1904 2.8444  C23 1.091
30 H 1.0114 -4.2160 4.6065  C23 1.092
31 H 4.0782 -2.5812 3.3346  N26 1.008
32 H 4.3406 -4.9080 4.1931  C27 1.088
33 H 4.1053 -4.9137 2.4287  C27 1.092
34 H 2.7518 -5.2532 3.5126  C27 1.084
35 C -5.9249 0.1901 -6.3368  C36 1.513, H40 1.085, H41 1.091, H42 1.090
36 C -4.6917 0.8259 -5.7327  C35 1.513, O37 1.219, N38 1.355
37 O -3.9166 0.2106 -5.0205  C36 1.219
38 N -4.4508 2.1287 -6.0149  C36 1.355, C39 1.452, H43 1.011
39 C -5.2230 3.0568 -6.8215  N38 1.452, H44 1.093, H45 1.088, H46 1.085
40 H -5.9592 -0.8457 -6.0146  C35 1.085
41 H -6.8299 0.6995 -6.0036  C35 1.091
42 H -5.8850 0.2249 -7.4260  C35 1.090
43 H -3.5942 2.4647 -5.5958  N38 1.011
44 H -4.6146 3.4106 -7.6573  C39 1.093
45 H -5.5210 3.9181 -6.2274  C39 1.088
46 H -6.1138 2.5794 -7.2167  C39 1.085
47 C 6.2066 -7.3775 7.1148  C48 1.513, H52 1.085, H53 1.090, H54 1.090
48 C 5.9925 -6.0018 6.5236  C47 1.513, O49 1.219, N50 1.360
49 O 4.8767 -5.5476 6.3366  C48 1.219
50 N 7.0990 -5.2804 6.2011  C48 1.360, C51 1.449, H55 1.008
51 C 8.4912 -5.6561 6.3459  N50 1.449, H56 1.091, H57 1.091, H58 1.085
52 H 5.2324 -7.8123 7.3111  C47 1.085
53 H 6.7503 -8.0204 6.4219  C47 1.090
54 H 6.7656 -7.3190 8.0491  C47 1.090
55 H 6.8897 -4.3729 5.8152  N50 1.008
56 H 9.0137 -4.9596 7.0035  C51 1.091
57 H 8.9949 -5.6559 5.3781  C51 1.091
58 H 8.5683 -6.6508 6.7709  C51 1.085
59 C -1.4118 -1.4361 7.9561  C60 1.515, H64 1.085, H65 1.091, H66 1.091
60 C -0.8397 -1.2668 6.5631  C59 1.515, O61 1.220, N62 1.357
61 O -1.5342 -1.3369 5.5621  C60 1.220
62 N 0.4905 -1.0217 6.4555  C60 1.357, C63 1.445, H67 1.019
63 C 1.4703 -0.9154 7.5123  N62 1.445, H68 1.092, H69 1.093, H70 1.087
64 H -2.4774 -1.6196 7.8605  C59 1.085
65 H -0.9490 -2.2802 8.4692  C59 1.091
66 H -1.2571 -0.5372 8.5541  C59 1.091
67 H 0.8010 -0.8916 5.4941  N62 1.019
68 H 1.9369 0.0723 7.5097  C63 1.092
69 H 2.2582 -1.6628 7.3883  C63 1.093
70 H 1.0032 -1.0696 8.4811  C63 1.087
71 C -4.4068 6.4264 -5.1168  C72 1.513, H76 1.084, H77 1.090, H78 1.090
72 C -5.7303 6.8200 -5.7355  C71 1.513, O73 1.220, N74 1.362
73 O -6.5442 6.0006 -6.1294  C72 1.220
74 N -5.9911 8.1525 -5.8389  C72 1.362, C75 1.449, H79 1.008
75 C -5.1563 9.2640 -5.4305  N74 1.449, H80 1.092, H81 1.091, H82 1.084
76 H -4.3380 5.3450 -5.0929  C71 1.084
77 H -3.5710 6.8174 -5.6971  C71 1.090
78 H -4.3275 6.8010 -4.0962  C71 1.090
79 H -6.8854 8.3553 -6.2567  N74 1.008
80 H -5.6638 9.8763 -4.6827  C75 1.092
81 H -4.9108 9.8992 -6.2835  C75 1.091
82 H -4.2307 8.8986 -5.0005  C75 1.084

So, what does the Mulliken scheme give us? The charges, in e, come out as: -1.03 1.12 -0.56 -0.51 -0.30 -0.43 -0.69 0.38 -0.10 -0.42 -0.15 -0.52 0.10 0.32 0.27 0.04 0.05 0.03 0.51 0.24 0.29 0.32 -1.19 0.71 -0.69 -0.10 -0.56 0.19 0.41 0.36 0.23 -0.01 0.31 0.29 -1.41 0.83 -0.60 -0.05 -0.89 0.33 0.35 0.36 0.24 0.29 0.24 0.33 -1.37 0.82 -0.64 -0.14 -0.86 0.30 0.38 0.37 0.23 0.29 0.29 0.32 -1.35 0.89 -0.63 -0.03 -0.87 0.30 0.34 0.37 0.14 0.30 0.23 0.35 -1.08 0.88 -0.67 -0.19 -0.82 0.12 0.35 0.36 0.23 0.28 0.28 0.31

***

DFT (the ωB97M-V functional and the def2-TZVPD basis) results for the molecule C14H28N4S3 in a non-equilibrium geometry.

## Properties
Relative energy (zero: lowest compared OMol25 entry of this formula, charge and spin) in kJ/mol: 208.8
Strongest force on any atom in eV/A: 6.08
E_tot in eV: -53434.2029
Gap between HOMO and LUMO in eV: 8.2

Each atom is followed by the atoms it is bonded to, with distances in Å.
CARTESIAN COORDINATES (ANGSTROEM)
1 C -1.5978 -2.8652 -3.6879  C2 1.530, H22 1.086, H23 1.089, H24 1.051
2 C -0.9535 -3.3290 -2.3800  C1 1.530, C3 1.484, H25 1.098, H26 1.094
3 C -1.0756 -2.2200 -1.4016  C2 1.484, C4 1.387, H27 1.091
4 C 0.0481 -1.4827 -1.0592  C3 1.387, C5 1.473, H28 1.040
5 C -0.0271 -0.3484 -0.1232  C4 1.473, S6 1.801, N7 1.410, N12 1.476
6 S -1.6304 -0.1079 0.6601  C5 1.801, H29 1.336
7 N 1.0055 -0.5973 0.8034  C5 1.410, C8 1.483, H30 1.037
8 C 1.1264 -1.6797 1.8094  N7 1.483, C9 1.515, H31 1.100, H32 1.057
9 C 0.1394 -1.7123 2.9579  C8 1.515, C10 1.467, H33 1.053, H34 1.119
10 C 0.6335 -2.6112 4.0067  C9 1.467, C11 1.441, H35 1.100, H36 1.078
11 C 0.7286 -4.0056 3.6556  C10 1.441, H37 1.110, H38 1.144, H39 1.138
12 N 0.2987 0.9737 -0.6923  C5 1.476, C13 1.476, C21 1.480
13 C 0.1866 1.2010 -2.1460  N12 1.476, C14 1.589, H40 1.069, H41 1.131
14 C -0.3948 2.6399 -2.4880  C13 1.589, N15 1.439, H42 1.103, H43 1.033
15 N 0.0514 3.6781 -1.5964  C14 1.439, S16 1.753, C17 1.511
16 S 1.6479 4.2611 -2.0271  N15 1.753, H44 1.383
17 C -0.3097 3.3836 -0.1590  N15 1.511, C18 1.527, C21 1.576, H45 1.119
18 C 0.1450 4.5723 0.6841  C17 1.527, N19 1.332, S20 1.576
19 N -0.3781 5.7697 0.4267  C18 1.332, H46 0.999, H47 1.014
20 S 1.3268 4.5746 1.7276  C18 1.576
21 C 0.5204 2.1039 0.2373  N12 1.480, C17 1.576, H48 1.122, H49 1.046
22 H -1.0959 -2.0382 -4.1818  C1 1.086
23 H -2.6697 -2.6961 -3.5984  C1 1.089
24 H -1.5025 -3.6161 -4.4172  C1 1.051
25 H 0.1279 -3.3373 -2.5671  C2 1.098
26 H -1.2094 -4.2451 -1.8397  C2 1.094
27 H -2.0976 -2.0244 -1.0749  C3 1.091
28 H 0.9959 -1.6741 -1.4425  C4 1.040
29 H -1.1911 0.3940 1.8180  S6 1.336
30 H 1.8765 -0.0849 0.5701  N7 1.037
31 H 2.0758 -1.5836 2.3567  C8 1.100
32 H 1.1518 -2.6381 1.3642  C8 1.057
33 H -0.1163 -0.7431 3.2812  C9 1.053
34 H -0.8006 -2.1599 2.5468  C9 1.119
35 H 1.6069 -2.2522 4.3709  C10 1.100
36 H -0.0865 -2.5183 4.8033  C10 1.078
37 H 1.3279 -4.6280 4.3520  C11 1.110
38 H 1.2102 -4.0850 2.6208  C11 1.144
39 H -0.3193 -4.4059 3.4616  C11 1.138
40 H 1.1230 1.0966 -2.6501  C13 1.069
41 H -0.5555 0.5531 -2.7006  C13 1.131
42 H -0.1094 2.9979 -3.4919  C14 1.103
43 H -1.4260 2.6218 -2.4268  C14 1.033
44 H 1.3543 5.3668 -2.8049  S16 1.383
45 H -1.3874 3.1551 0.0349  C17 1.119
46 H -0.2608 6.6008 0.9679  N19 0.999
47 H -1.2021 5.7065 -0.1612  N19 1.014
48 H 0.1362 1.8064 1.2491  C21 1.122
49 H 1.5524 2.2326 0.3518  C21 1.046

So, what does the Mulliken scheme give us? The charges, in e, come out as: -1.29 -0.43 -0.16 -1.56 1.25 -0.30 -0.17 -0.93 -0.22 -0.67 -1.06 0.33 -0.19 -1.20 -0.07 -0.19 0.47 0.05 -0.34 -0.40 -1.61 0.30 0.34 0.47 0.22 0.38 0.37 0.44 0.11 0.27 0.33 0.33 0.35 0.25 0.36 0.31 0.35 0.26 0.26 0.35 0.11 0.40 0.46 0.14 0.29 0.20 0.23 0.37 0.46

***

DFT (the ωB97M-V functional and the def2-TZVPD basis) results for the molecule C4H10N2O in a non-equilibrium geometry.

## Properties
Relative energy (zero: lowest compared OMol25 entry of this formula, charge and spin) in kJ/mol: 140.1
Strongest force on any atom in eV/A: 3.03
E_tot in eV: -9337.5358
Gap between HOMO and LUMO in eV: 10.2

Each atom is followed by the atoms it is bonded to, with distances in Å.
CARTESIAN COORDINATES (ANGSTROEM)
1 C -1.7786 0.3961 1.1477  C2 1.522, H8 1.101, H9 1.090, H10 1.078
2 C -1.2051 -0.2755 -0.0924  C1 1.522, O3 1.222, N4 1.357
3 O -1.5160 -1.4348 -0.3233  C2 1.222
4 N -0.4214 0.3922 -0.9771  C2 1.357, C5 1.492, H11 1.008
5 C 0.6975 1.2307 -0.4567  N4 1.492, C6 1.537, H12 1.082, H13 1.086
6 C 1.5895 0.4183 0.4953  C5 1.537, N7 1.457, H14 1.094, H15 1.098
7 N 2.2409 -0.8338 0.1332  C6 1.457, H16 1.020, H17 1.014
8 H -1.3661 -0.1750 1.9938  C1 1.101
9 H -1.1668 1.2908 1.2643  C1 1.090
10 H -2.8526 0.4010 1.2420  C1 1.078
11 H -0.3514 -0.0358 -1.8873  N4 1.008
12 H 1.2694 1.5095 -1.3320  C5 1.082
13 H 0.3411 2.0822 0.1154  C5 1.086
14 H 2.3215 1.1205 0.9063  C6 1.094
15 H 0.9871 0.1222 1.3648  C6 1.098
16 H 1.6346 -1.3518 -0.5032  N7 1.020
17 H 3.1016 -0.7034 -0.3871  N7 1.014

So, what does the Mulliken scheme give us? The charges, in e, come out as: -0.90 0.55 -0.63 -0.16 -0.79 -0.43 -0.60 0.28 0.24 0.32 0.27 0.41 0.26 0.43 0.27 0.23 0.24

***

Question: Among the records above, which one has the lowest strongest force on any atom?
Answer: C17H45IN6O10P3